No. 1
The following is a DFT calculation (the ωB97M-V functional and the def2-TZVPD basis) of 6 unconnected molecules or ions with the total composition C36H90N6.

Geometry as XYZ:
```
132
Properties=species:S:1:pos:R:3:forces:R:3:mulliken_charge:R:1
C -1.542532 5.905437 -1.988347 0.73 -1.79 0.95 -1.04
C -2.522221 6.963159 -2.364370 0.49 -0.09 -0.97 -0.49
N -3.011063 7.658968 -1.207132 1.12 2.35 -0.37 0.24
C -4.158780 7.079865 -0.624714 -2.25 0.80 0.24 -0.55
C -5.460370 7.303309 -1.471426 -0.38 -1.32 -0.46 -1.13
C -3.175124 9.115652 -1.497214 0.74 -0.54 -0.81 -0.42
C -3.472269 10.017261 -0.381532 -0.60 -0.01 2.98 -1.47
H -1.969651 5.192199 -1.283386 -0.13 -0.03 0.16 0.04
H -0.642515 6.273649 -1.495900 -0.20 0.58 0.17 0.26
H -1.112141 5.265766 -2.758858 -0.50 0.20 -0.65 0.42
H -1.946423 7.585116 -3.049721 -0.40 0.74 0.12 0.46
H -3.375206 6.602675 -2.939326 0.07 -0.45 -0.31 0.17
H -4.017907 6.033203 -0.354969 0.06 -0.02 -0.26 0.27
H -4.321128 7.624094 0.305643 -0.07 -0.23 0.32 0.26
H -5.416890 6.820138 -2.447522 0.65 0.29 -0.41 0.30
H -6.339560 6.746808 -1.146723 0.01 0.13 1.00 0.48
H -5.794592 8.326455 -1.643388 0.37 0.09 0.29 0.24
H -3.935239 9.355780 -2.240634 0.19 -0.45 -0.80 0.36
H -2.201794 9.508477 -1.791174 0.05 -0.64 -0.83 0.45
H -2.945939 10.969366 -0.449119 -0.26 0.01 -0.12 0.38
H -3.136115 9.529239 0.533312 0.55 0.15 0.27 0.38
H -4.520592 10.167110 -0.123323 -0.25 0.26 -0.53 0.30
C 0.461727 -9.108303 -2.428424 0.42 0.17 0.55 -1.38
C 1.174429 -7.727632 -2.673577 -2.21 -1.40 -0.27 -0.59
N 1.235397 -6.912977 -1.490588 -0.37 -1.92 1.98 0.28
C 1.749375 -7.668384 -0.279116 -0.08 1.44 -0.35 -0.91
C 3.152815 -8.108625 -0.502017 0.99 -0.66 0.31 -1.26
C 1.827464 -5.637227 -1.686931 -0.49 1.51 2.29 -0.86
C 1.768331 -4.781145 -0.375385 0.77 -0.44 -0.33 -1.52
H 0.156934 -9.625642 -3.338127 0.51 0.14 -0.28 0.44
H -0.480645 -9.006967 -1.890129 0.00 0.55 0.15 0.35
H 1.047230 -9.784119 -1.805072 0.19 -0.16 -0.21 0.30
H 2.089139 -7.859225 -3.251573 0.43 -0.01 0.13 0.40
H 0.419732 -7.304802 -3.336708 0.36 0.79 -0.36 0.45
H 1.774698 -7.067292 0.629812 -0.45 0.62 -0.39 0.45
H 1.107835 -8.488155 0.044155 -0.17 -0.14 -0.70 0.37
H 3.864294 -7.334102 -0.788397 -0.42 0.32 -0.61 0.33
H 3.625895 -8.392578 0.438014 -0.21 -0.79 0.10 0.49
H 3.127225 -8.914835 -1.235144 0.66 -0.13 0.06 0.31
H 1.171783 -5.077344 -2.353809 0.59 -0.10 -0.77 0.57
H 2.895803 -5.653576 -1.902534 0.12 -0.01 -0.96 0.20
H 2.445658 -5.151805 0.393982 -0.06 -0.36 0.04 0.24
H 0.772228 -4.721033 0.063096 -0.01 0.20 -0.21 0.29
H 2.229320 -3.814965 -0.580546 -0.53 0.36 -0.18 0.75
C 0.112043 2.346998 -5.568087 -0.17 -0.25 -0.01 -1.41
C 0.644948 0.911397 -5.618092 -0.79 1.22 0.58 -0.55
N -0.076050 0.036238 -4.698696 1.90 -1.61 0.92 1.10
C -1.528637 -0.177872 -4.839723 1.90 1.05 0.18 -0.50
C -2.149709 -1.010172 -3.777111 -0.62 -1.18 0.96 -1.50
C 0.708899 -1.226077 -4.376621 -2.25 0.64 -0.12 -0.07
C 2.044529 -0.993463 -3.808843 1.64 0.95 0.00 -1.89
H 0.697576 2.932924 -6.276554 -0.14 0.23 0.01 0.51
H 0.221324 2.767520 -4.568422 0.03 0.01 0.03 0.20
H -0.943636 2.391460 -5.835797 0.01 0.15 -0.14 0.32
H 0.679414 0.661433 -6.678483 -0.25 -0.81 -0.33 0.30
H 1.684235 1.048918 -5.319624 -0.02 -0.65 0.24 0.22
H -1.906411 0.825057 -4.640946 -0.61 0.03 -0.94 0.27
H -1.743503 -0.617164 -5.813867 -0.45 0.31 -0.38 0.33
H -3.213422 -1.073690 -4.006427 -0.13 -0.01 0.10 0.48
H -1.797875 -2.037307 -3.680673 0.02 -0.10 -0.49 0.44
H -2.062954 -0.649809 -2.752075 0.13 0.58 -0.09 0.16
H 0.747886 -1.883844 -5.244903 0.07 -0.21 -0.31 0.56
H 0.136330 -1.750639 -3.611699 -0.08 -0.03 -0.15 -0.21
H 2.705002 -0.560162 -4.559937 0.27 -0.10 -0.01 0.45
H 2.539410 -1.888871 -3.432750 -0.25 -0.15 -0.06 0.36
H 2.027945 -0.265097 -2.998098 -0.16 -0.04 0.12 0.26
C -1.149808 -0.147916 4.126955 -0.93 -0.39 0.09 -1.50
C -2.538110 0.538507 3.870048 -0.12 -0.75 0.01 -0.48
N -3.624559 -0.140531 4.655434 1.04 -1.17 0.49 0.01
C -4.922922 0.426641 4.558125 -0.61 1.47 -0.59 -0.46
C -5.046817 1.850963 5.129600 -0.92 0.33 0.63 -1.52
C -3.722654 -1.566033 4.228626 3.17 1.46 0.06 -0.29
C -4.641284 -2.446883 4.962353 -1.55 -0.46 -0.11 -1.46
H -0.270379 0.472578 3.954657 -0.29 0.26 0.27 0.30
H -0.938926 -1.069554 3.584551 -0.42 0.20 -0.73 0.18
H -1.209612 -0.565025 5.132214 0.37 0.66 0.46 0.54
H -2.480317 1.613638 4.039950 -0.08 -0.06 0.91 0.43
H -2.836447 0.554745 2.821800 0.14 -0.55 -0.60 0.45
H -5.716989 -0.199354 4.965168 0.48 -0.22 0.64 0.45
H -5.196425 0.396680 3.503422 -0.35 0.62 -0.70 0.42
H -4.486106 2.066156 6.039209 1.05 -0.31 -0.42 0.35
H -6.010244 2.036224 5.604562 -0.73 -0.43 -0.49 0.45
H -4.976439 2.673016 4.417297 0.54 -0.18 -0.10 0.33
H -3.708517 -1.618521 3.139985 -0.84 -0.12 -0.44 0.46
H -2.738059 -1.979683 4.446762 0.21 0.15 0.02 0.17
H -4.908740 -2.045265 5.939732 0.42 -0.22 0.19 0.31
H -5.590658 -2.557043 4.438278 -0.15 -0.19 -0.02 0.31
H -4.156198 -3.421940 5.007559 -0.39 -0.09 0.39 0.50
C 4.815095 0.749311 3.681959 -0.04 -0.78 -0.19 -1.43
C 5.270204 -0.202871 2.508527 -1.13 1.60 2.43 -0.24
N 5.813804 -1.483036 3.019869 -2.04 0.69 -0.56 0.38
C 6.811186 -1.937823 2.055976 0.46 -0.60 2.15 -0.76
C 8.117875 -1.144217 2.352668 0.47 -0.03 -0.68 -1.18
C 4.750043 -2.556810 3.344740 2.10 -0.09 -0.89 -1.27
C 3.867904 -3.008083 2.196919 -0.57 1.39 -0.57 -0.21
H 4.559930 1.743350 3.314710 0.04 0.02 -0.19 0.45
H 5.586528 0.854573 4.444790 0.10 -0.08 -0.05 0.37
H 3.914630 0.362166 4.158806 -0.02 -0.08 0.14 0.24
H 4.363756 -0.247387 1.904814 0.14 -0.59 -0.55 -0.07
H 5.967951 0.463310 2.001129 0.55 -0.93 -0.41 0.39
H 6.954953 -2.946397 2.443543 0.67 -0.36 -0.55 0.27
H 6.396479 -2.048451 1.054035 0.53 0.51 -0.41 0.48
H 8.235674 -0.139342 1.947159 -0.69 0.12 -0.27 0.30
H 8.279108 -1.012015 3.422538 -0.46 -0.30 0.10 0.32
H 9.032320 -1.619703 1.997987 -0.12 -0.51 -0.23 0.45
H 4.291951 -2.413854 4.323419 -0.24 0.58 -0.34 0.32
H 5.348120 -3.462723 3.443341 0.44 0.06 0.78 0.43
H 3.447958 -2.158747 1.658038 -0.39 0.21 0.12 -0.35
H 3.020992 -3.613971 2.518983 0.24 -0.27 -0.05 0.73
H 4.471164 -3.470956 1.415935 -0.05 -0.56 0.21 0.10
C -1.325513 2.160171 -1.198312 0.28 0.80 0.15 -0.94
C -1.417929 1.327343 0.070942 1.54 -0.93 -1.19 -0.89
N -0.053800 0.747435 0.390719 -0.19 1.31 1.19 0.53
C 0.990424 1.808650 0.625105 -1.50 -1.04 0.14 -0.37
C 0.525551 2.848774 1.650938 0.59 0.90 -0.57 -1.10
C 0.436387 -0.444892 -0.333276 -2.37 0.17 1.76 0.49
C -0.483597 -1.678917 0.092844 1.84 0.52 -1.33 -1.18
H -0.589243 2.950086 -1.049911 0.04 0.21 0.21 0.08
H -2.250690 2.705752 -1.384048 -0.20 -0.30 -0.43 0.66
H -0.919938 1.639606 -2.065857 -0.52 -0.36 -0.13 -0.01
H -1.868406 1.950768 0.843290 0.60 -0.09 0.48 0.31
H -2.128681 0.513233 -0.071025 0.15 -0.21 0.02 0.38
H 1.890456 1.341881 1.025315 -0.06 -0.34 -0.07 0.15
H 1.263996 2.250462 -0.333047 0.23 0.47 -0.04 0.31
H 0.041648 2.447958 2.541597 0.07 -0.18 -0.19 -0.05
H 1.383398 3.454740 1.942508 0.42 -0.36 0.42 0.60
H -0.065304 3.664831 1.234957 -0.72 -0.39 -0.26 0.19
H 1.433107 -0.616289 0.073277 0.08 -0.17 -0.28 0.29
H 0.480088 -0.307964 -1.413754 -0.01 -0.10 -0.25 -0.19
H -1.548669 -1.598255 -0.124441 0.09 0.36 0.22 0.43
H -0.259829 -1.952707 1.123899 -0.31 0.17 0.02 0.30
H -0.106828 -2.481163 -0.541625 -0.16 -0.43 0.08 -0.10
```
Positions in Å, forces in eV/Å.

As for the LUMO energy (alpha / beta): 0.083 / 0.083 hartree. The gap between HOMO and LUMO (alpha / beta) is 0.0496 / 0.2897 Ha. As for the total charge: -1. The value obtained for the relative energy (zero: lowest compared OMol25 entry of this formula, charge and spin) is 10.5 kcal per mole. Its HOMO energy (alpha / beta) is 0.906 / -5.631 eV. Its multiplicity is 2.

***

No. 2
The following is a DFT calculation (the ωB97M-V functional and the def2-TZVPD basis) of 2 unconnected molecules or ions with the total composition C2H6O.

Geometry as XYZ:
```
9
Properties=species:S:1:pos:R:3:forces:R:3:mulliken_charge:R:1
C 1.536425 -0.533627 -0.123420 1.17 6.10 1.76 -0.52
C 0.894322 0.695873 -0.152549 -0.13 -4.02 0.11 -0.40
H 1.138448 -1.434296 -0.320152 -1.74 -2.75 -1.19 0.31
H 2.533520 -0.574980 0.319865 -0.07 0.03 -0.28 0.21
H -0.162672 0.572746 -0.477062 1.03 0.98 0.00 0.11
H 1.271894 1.609512 0.306272 -0.03 -0.28 -0.52 0.27
H -2.813061 -0.545765 0.648396 -0.15 -0.07 0.01 0.31
H -1.750637 0.264438 -0.040280 -0.03 0.09 0.00 0.33
O -2.648235 -0.053905 -0.161067 -0.05 -0.08 0.09 -0.63
```
Positions in Å, forces in eV/Å.

Its SMILES is C=C.O. As for the LUMO energy: 0.037 hartree. The gap between HOMO and LUMO is 0.4149 Ha. As for the total charge: 0. The value obtained for the relative energy (zero: lowest compared OMol25 entry of this formula, charge and spin) is 27.3 kcal per mole. Its HOMO energy is -10.276 eV.

***

No. 3
The following is a DFT calculation (the ωB97M-V functional and the def2-TZVPD basis) of a molecular structure, C22H33MnO.

Geometry as XYZ:
```
57
Properties=species:S:1:pos:R:3:forces:R:3:mulliken_charge:R:1
C 0.941966 -2.189460 0.951275 -0.32 -1.10 -1.09 0.53
C 1.884861 -1.437529 0.147577 -0.25 -1.22 -0.73 0.58
C 1.461075 -1.523729 -1.227927 -0.07 -0.62 0.41 0.75
C 0.223671 -2.268834 -1.277847 1.20 -0.22 0.57 0.71
C -0.092140 -2.694090 0.073017 1.59 -0.34 0.48 0.94
Mn -0.041939 -0.599058 -0.028740 -1.10 2.13 0.49 -0.49
C -2.095369 1.624006 0.131526 -3.08 -0.68 2.25 1.80
C -1.743767 1.050989 1.367963 -0.45 0.16 -1.02 -1.36
H -1.622747 1.681147 2.259933 0.43 0.02 -0.66 0.43
C -1.418700 -0.364843 1.488619 -0.10 -0.05 0.23 -1.09
H -2.235985 -1.058860 1.234091 0.36 0.02 -0.07 0.55
H -0.937189 -0.662495 2.437845 -0.46 0.22 -0.33 0.55
C -2.546919 3.064065 0.014594 -0.10 0.35 -0.07 -1.58
H -2.052181 3.749110 0.714704 -0.08 -0.26 -0.13 0.33
H -2.385584 3.443118 -1.010596 -0.02 -0.18 0.43 0.38
H -3.637548 3.111915 0.193276 0.42 -0.06 0.02 0.42
C -2.865303 0.758674 -0.851888 0.52 -0.04 -0.58 -1.33
H -2.786681 -0.311668 -0.646279 0.02 0.07 -0.03 0.12
H -3.930799 1.029083 -0.795667 0.32 -0.03 0.08 0.46
H -2.542877 0.921158 -1.888748 -0.13 0.02 0.22 0.28
C 3.138741 -0.799206 0.627819 0.15 0.59 0.20 -1.53
H 3.016801 -0.412758 1.650074 0.07 -0.21 -0.31 0.31
H 3.981612 -1.509854 0.611311 -0.34 0.11 -0.01 0.32
H 3.409532 0.054681 -0.010262 -0.05 -0.29 0.15 0.33
C 2.259758 -1.034305 -2.383223 0.18 0.37 -0.41 -1.31
H 2.628368 -0.014462 -2.206912 -0.12 -0.26 -0.09 0.38
H 3.140089 -1.672918 -2.557179 -0.31 0.06 0.15 0.30
H 1.671020 -1.022054 -3.307762 0.18 0.00 0.23 0.37
C -0.548738 -2.632809 -2.495035 -0.44 0.26 -0.30 -1.70
H -0.486280 -1.845292 -3.257178 -0.01 -0.24 0.16 0.36
H -0.181768 -3.563315 -2.955135 0.02 0.24 0.27 0.34
H -1.608341 -2.781300 -2.249014 0.25 0.01 -0.13 0.31
C -1.200640 -3.610295 0.453198 -0.48 -0.07 0.18 -1.70
H -2.108567 -3.410993 -0.132975 0.21 -0.05 0.18 0.43
H -0.926496 -4.662851 0.275106 0.04 0.36 0.01 0.31
H -1.454580 -3.511211 1.515769 0.03 -0.03 -0.29 0.41
C 1.124374 -2.522429 2.386931 -0.09 0.09 0.55 -1.47
H 0.208066 -2.937043 2.826656 0.26 0.14 -0.10 0.30
H 1.920264 -3.276942 2.503773 -0.25 0.25 -0.09 0.33
H 1.420472 -1.638152 2.970262 -0.05 -0.27 -0.17 0.27
C 0.077381 1.072644 -1.093841 -1.19 -1.07 -1.45 0.01
C 0.006429 2.230332 -0.357833 3.45 0.75 1.95 0.19
C 0.020484 1.191572 -2.495064 0.26 0.78 -0.41 0.43
C 0.373697 3.497503 -0.904667 -0.72 -1.14 0.00 -0.72
H 0.094274 1.991991 0.736338 0.15 1.49 -1.29 0.44
C 0.172684 2.457523 -3.075883 -0.44 -0.68 -0.52 -0.69
H -0.199937 0.323507 -3.132669 0.38 0.45 0.22 0.22
C 0.392031 3.597285 -2.285418 0.24 0.44 0.40 -0.67
H 0.564193 4.313560 -0.217538 -0.08 0.15 -0.30 0.53
H 0.094207 2.556685 -4.171389 0.11 0.01 0.65 0.46
H 0.588534 4.569782 -2.742625 -0.06 -0.37 -0.01 0.40
C 0.873948 1.160549 3.921471 -0.33 -0.09 0.17 -0.48
O 1.623002 1.261037 2.718544 1.00 0.65 0.07 -0.35
H -0.117066 1.593441 3.750515 0.11 -0.01 0.25 0.10
H 1.353601 1.666574 4.769869 -0.13 -0.17 -0.25 0.38
H 0.751346 0.097464 4.155431 -0.01 0.19 0.16 0.17
H 2.351647 1.899382 2.871809 -0.71 -0.60 -0.32 0.27
```
Positions in Å, forces in eV/Å.

As for the LUMO energy (alpha / beta): -0.188 / -0.155 hartree. The gap between HOMO and LUMO (alpha / beta) is 0.1834 / 0.2228 Ha. As for the total charge: +1. Its HOMO energy (alpha / beta) is -10.098 / -10.291 eV. Its multiplicity is 4.

***

Question: total charge of number 3 (C22H33MnO)?
Answer: +1